(1)
Density functional theory data (ωB97M-V with the def2-TZVPD basis set) for a structure of composition C31H48BCl5IrN2OP2.

```
! RIJCOSX wB97M-V def2-TZVPD def2/J DEFGRID3
* xyz 2 2
Ir 0.11910 0.88695 -0.64279
C 3.78176 -2.69095 -0.74063
C 2.31971 -3.13677 -0.61307
C 2.17840 -4.52830 -1.24389
C 1.89441 -3.25515 0.85859
P 1.16421 -1.84689 -1.38752
C -0.43571 -2.76082 -1.28603
N -1.35701 -1.98840 -0.50516
B -1.27235 -0.60372 -0.27542
N -2.42233 -0.22122 0.45998
C -2.63722 1.10998 0.94657
P -0.99040 1.79490 1.43740
C -1.24371 3.66136 1.38479
C -0.05579 4.34568 2.07405
C -2.56758 4.07588 2.03518
C -1.27089 4.11157 -0.07378
C -0.75951 1.16990 3.20013
C -1.87701 1.68814 4.10656
C -0.80450 -0.36567 3.13320
C 0.57965 1.60921 3.79293
C -3.15766 -1.37301 0.73542
C -4.34800 -1.54640 1.42990
C -4.82564 -2.83642 1.57540
C -4.16030 -3.92481 1.00206
C -3.00255 -3.75264 0.26504
C -2.49209 -2.46560 0.15574
C 1.48168 -1.59765 -3.22510
C 2.73563 -0.73946 -3.40400
C 1.65393 -2.90898 -3.99666
C 0.27913 -0.83406 -3.77205
H 4.40078 -3.34752 -0.12522
H 3.94329 -1.67059 -0.39820
H 4.13847 -2.78016 -1.76645
H 2.82053 -5.19896 -0.66773
H 2.51399 -4.56707 -2.27349
H 1.17199 -4.93846 -1.18999
H 2.51949 -4.01084 1.33940
H 0.85507 -3.57885 0.96174
H 2.01798 -2.32994 1.40269
H -0.30601 -3.73823 -0.83112
H -0.79607 -2.91936 -2.30511
H -3.35735 1.13320 1.76251
H -3.00704 1.75470 0.14603
H -0.08784 4.22017 3.15389
H -0.10008 5.41810 1.87220
H 0.90432 3.97549 1.70203
H -2.56419 3.93926 3.11116
H -3.42638 3.54891 1.61727
H -2.71560 5.14129 1.84407
H -0.38848 3.77380 -0.61474
H -1.27549 5.20311 -0.10511
H -2.17722 3.76569 -0.57373
H -2.87620 1.56974 3.68703
H -1.72833 2.72962 4.38490
H -1.84044 1.09933 5.02573
H -1.80681 -0.74292 2.93283
H -0.49988 -0.75362 4.10731
H -0.11741 -0.76585 2.38194
H 0.66500 2.68826 3.88871
H 1.41376 1.24889 3.21534
H 0.66061 1.18961 4.79858
H -4.89380 -0.70445 1.83883
H -5.73817 -3.00856 2.12969
H -4.57010 -4.91810 1.12408
H -2.52013 -4.59756 -0.21019
H 3.63128 -1.22961 -3.02619
H 2.63518 0.21827 -2.90372
H 2.88704 -0.54968 -4.46935
H 2.61200 -3.37667 -3.78255
H 1.63610 -2.68706 -5.06670
H 0.85423 -3.62455 -3.79808
H 0.03104 0.02889 -3.13690
H -0.61303 -1.45461 -3.86806
H 0.52058 -0.44253 -4.76281
Cl 2.78969 -0.20648 1.77173
C 3.02139 1.12786 0.72705
C 2.07930 1.43263 -0.24404
C 2.38915 2.44782 -1.12609
Cl 1.26457 2.69212 -2.43405
C 3.54555 3.20894 -1.04736
Cl 3.83018 4.45098 -2.18142
C 4.46281 2.91968 -0.04142
Cl 5.90429 3.81922 0.08488
C 4.20648 1.86392 0.83711
Cl 5.35112 1.46747 2.03924
C -2.26598 1.24007 -3.30958
O -1.66014 1.73884 -2.09271
H -1.73094 1.60748 -4.18485
H -3.30889 1.54687 -3.35560
H -2.21301 0.15699 -3.28147
H -1.59961 2.69836 -2.14079
*
```

Calculated values
HOMO energy (spin up / spin down) = -13.265 / -13.204 eV
LUMO level (spin up / spin down) = -7.37 / -8.19 eV
<S²> = 0.760



(2)
Density functional theory data (ωB97M-V with the def2-TZVPD basis set) for a structure of composition C31H48BCl5IrN2OP2.

```
! RIJCOSX wB97M-V def2-TZVPD def2/J DEFGRID3
* xyz 2 2
Ir -0.36372 0.71229 0.35458
C -4.40029 -0.12029 0.37807
C -4.16800 0.61721 -0.95172
C -4.98004 -0.02663 -2.07687
C -4.56799 2.08963 -0.77739
P -2.33285 0.51177 -1.24926
C -2.16421 -1.23139 -1.84482
N -1.00251 -1.83292 -1.26181
B -0.16427 -1.24673 -0.27922
N 0.74206 -2.25943 0.13246
C 1.76293 -2.06223 1.12813
P 2.15814 -0.28516 1.03446
C 3.39233 -0.19599 -0.39059
C 4.75279 -0.75494 0.02584
C 3.51928 1.26216 -0.83675
C 2.83324 -1.00933 -1.56504
C 2.95738 0.04702 2.70853
C 3.67720 1.40203 2.67005
C 1.80934 0.10700 3.71345
C 3.93316 -1.06056 3.11932
C 0.52411 -3.38219 -0.64432
C 1.16327 -4.62124 -0.66446
C 0.73149 -5.55150 -1.58683
C -0.34276 -5.28387 -2.45282
C -1.01736 -4.08384 -2.40775
C -0.56966 -3.12385 -1.50133
C -1.67642 1.58135 -2.63512
C -1.51014 3.00267 -2.06148
C -2.56555 1.60644 -3.87516
C -0.28859 1.01923 -2.98315
H -5.46761 -0.09603 0.61355
H -3.85943 0.36312 1.19676
H -4.09398 -1.17006 0.33982
H -6.03580 0.14917 -1.85787
H -4.83995 -1.10690 -2.13940
H -4.77180 0.41162 -3.05225
H -5.60382 2.13336 -0.43368
H -4.51441 2.64356 -1.71656
H -3.94857 2.59163 -0.02783
H -2.15414 -1.25107 -2.93470
H -3.04170 -1.78171 -1.50762
H 2.59776 -2.74422 0.97283
H 1.37315 -2.21552 2.13571
H 5.27209 -0.09872 0.72603
H 5.37546 -0.83323 -0.87113
H 4.67910 -1.75515 0.46105
H 3.84644 1.92057 -0.02871
H 2.56565 1.62505 -1.22241
H 4.25624 1.33051 -1.64367
H 2.86499 -2.08534 -1.38236
H 3.45755 -0.81198 -2.44245
H 1.80612 -0.72308 -1.81626
H 3.01866 2.20613 2.33788
H 4.55101 1.37804 2.01497
H 4.03107 1.65500 3.67408
H 1.05399 0.83122 3.41257
H 2.19977 0.41029 4.69043
H 1.31902 -0.86493 3.84039
H 4.83568 -1.06885 2.50910
H 3.47552 -2.05291 3.08700
H 4.24070 -0.87814 4.15319
H 1.97021 -4.85007 0.02280
H 1.21791 -6.51747 -1.63468
H -0.64711 -6.04399 -3.16131
H -1.86443 -3.89718 -3.05896
H -2.47216 3.46996 -1.85000
H -0.98416 3.63682 -2.78080
H -0.93608 2.98810 -1.13391
H -3.52094 2.09567 -3.68392
H -2.75146 0.60475 -4.27102
H -2.05836 2.17889 -4.65634
H 0.34928 0.93873 -2.08560
H 0.20234 1.69192 -3.69210
H -0.34352 0.03091 -3.44612
Cl -0.62714 3.41940 2.15219
C -1.03790 1.95560 2.99626
C -1.08804 0.77917 2.28659
C -1.48371 -0.37158 2.93937
Cl -1.59271 -1.85711 2.05129
C -1.80156 -0.36295 4.29497
Cl -2.28721 -1.79777 5.07938
C -1.72037 0.83664 5.00745
Cl -2.09306 0.87005 6.66990
C -1.34169 2.00833 4.35197
Cl -1.25884 3.48489 5.20377
C 1.33571 3.60289 -1.00431
O 1.19583 2.58104 0.02415
H 0.57411 4.37683 -0.89720
H 1.22349 3.12567 -1.97082
H 2.32488 4.05468 -0.94288
H 1.18554 3.02904 0.88240
*
```

Calculated values
HOMO energy (spin up / spin down) = -13.602 / -13.213 eV
LUMO level (spin up / spin down) = -7.31 / -8.57 eV
<S²> = 0.786



Tell me which of them is the least stable. Sure, it is (1).



(1)
Density functional theory data (ωB97M-V with the def2-TZVPD basis set) for a structure of composition H39O20.

```
! RIJCOSX wB97M-V def2-TZVPD def2/J DEFGRID3
* xyz -1 1
O 0.21187 2.43207 2.40269
H 2.73118 1.07059 2.33564
O 0.31492 1.04766 -1.40670
H -0.09140 0.74103 -2.22078
H -0.02311 1.91063 -1.13733
O -1.76829 -0.75529 -5.23351
H -1.46972 -1.47285 -4.61486
H -1.90213 -0.00881 -4.65234
O 1.07283 -3.60337 0.74230
H 0.46087 -4.28326 1.01813
H 1.68733 0.05231 5.93478
O 1.15854 -0.35491 5.26098
H -0.45537 2.97165 2.83566
H 1.55747 -0.30267 4.38359
O -3.85431 3.85080 0.64593
H -0.21067 1.80904 1.79656
H 0.99395 -3.34691 -0.20656
O 0.63936 -3.68111 -1.84203
H 0.50881 -3.44230 -2.79188
H 1.13360 -4.47436 -1.62529
O -3.85178 -2.28530 -0.36658
H -3.29826 3.06217 0.67218
H -1.18022 -1.13085 -1.30980
O 2.26352 -0.86389 -0.20267
H 2.19986 -0.66932 0.76731
H 2.04955 -0.06669 -0.70004
O -2.89975 1.15779 -2.61466
H -3.53834 1.71875 -3.03325
H -2.66526 1.44509 -1.72174
O 0.73811 3.51297 -0.15371
H -1.06218 -1.53528 5.27021
H 0.33414 3.32708 0.68090
O 2.90713 0.44558 3.05486
H -0.44172 -1.62209 -3.25917
H -3.36898 4.45539 0.10305
O -1.47359 -0.79685 5.72497
H -0.74702 -0.26394 6.01035
H -2.89694 -2.15543 -0.30838
O -1.37599 -1.28793 -0.31809
H -4.03458 -2.43461 -1.29060
H -0.63840 -1.73499 0.10839
O 1.23439 -1.31749 2.03925
H 1.24698 -2.12792 1.47015
H 0.71336 -0.57290 1.73464
O -2.24672 1.14975 0.12768
H -1.78319 0.30301 -0.16616
H -2.94795 0.65980 0.58831
O 0.70854 -1.70900 -3.45302
H 0.65440 4.15518 -0.84044
H 1.27844 -1.73302 -2.71186
O -1.63564 -1.48899 -2.83998
H -1.95240 -2.38870 -2.80625
H 2.95459 -0.44769 2.64387
O 4.68022 1.25816 -1.84891
H 4.64029 2.16549 -2.16952
H 3.86513 0.90963 -2.21921
O 2.98828 2.65873 0.85721
H 3.30361 3.56078 0.86084
H 2.58261 2.52757 -0.00511
*
```

Calculated values
HOMO energy = -6.088 eV
LUMO level = 1.92 eV



(2)
Density functional theory data (ωB97M-V with the def2-TZVPD basis set) for a cluster of 20 separate species, H39O20 in total.

```
! RIJCOSX wB97M-V def2-TZVPD def2/J DEFGRID3
* xyz -1 1
O 2.65642 -3.54736 -1.91377
H 0.61378 4.53268 2.27112
O -0.69726 2.96649 -3.70532
H -1.24516 2.47081 -4.32665
H 0.18405 2.68900 -3.97564
O 1.73138 2.43235 2.66851
H -3.23003 3.20147 1.82995
H 1.27308 1.75880 2.10234
O 3.13934 1.02765 4.88107
H 3.28084 1.00404 3.93126
H -2.71880 -3.23855 0.55406
O -3.58460 -3.15057 0.14129
H -1.28147 3.85199 -1.23296
H 2.44143 2.68975 2.08253
O -0.04685 -4.17227 -1.34146
H 2.01956 -3.01853 -2.40677
H 2.24699 -4.36442 -1.64054
O -1.61629 -0.16428 -0.53015
H 1.37067 -1.47449 -3.25770
H -2.10895 -0.74958 0.04513
O 2.45176 -3.46533 3.51115
H -0.87512 0.34517 -0.06748
H -1.50526 2.36007 3.34613
O 2.81327 -1.39106 1.95834
H 2.07087 -1.55580 1.37562
H 3.58664 -1.22703 1.41482
O -0.04024 5.17920 1.99944
H 0.23898 5.94398 1.50367
H 1.05789 0.99036 -0.79428
O -1.35188 3.36915 -0.41832
H 2.27112 1.42065 4.98626
H -0.72215 2.89133 0.12788
O -0.45812 -3.39442 1.12871
H -3.44282 -3.15996 -0.80882
H 0.09042 -5.11482 -1.17525
O 0.85046 0.83480 -1.75668
H 0.09730 1.44050 -1.82820
H 3.39706 -3.42454 3.67539
O -4.01408 2.99397 1.31390
H 2.07718 -3.98790 4.22027
H -3.85684 2.09295 1.01544
O -3.51049 0.77371 -2.42187
H -4.33609 0.95957 -1.97151
H -2.93288 0.32060 -1.79766
O 3.59523 0.00328 -0.45319
H 4.26528 0.16406 -1.12441
H -0.64678 -3.92166 0.33631
O -1.50530 1.43703 3.06561
H 2.78576 0.25068 -0.91821
H -1.47542 1.54659 2.09946
O 0.29785 1.11515 0.75707
H -0.91504 -4.14957 -1.75340
H 0.49707 -3.32986 1.12840
O -2.14678 -0.12332 -4.94121
H -2.61372 0.19144 -4.15998
H -1.31554 -0.37485 -4.56029
O 0.47843 -1.82570 -3.16442
H 0.12908 -1.32133 -2.41003
H 0.18474 0.39791 1.38502
*
```

Calculated values
HOMO energy = -6.470 eV
LUMO level = 1.86 eV



Tell me which of them is the least stable. Sure, it is (1).



(1)
Density functional theory data (ωB97M-V with the def2-TZVPD basis set) for a cluster of 2 separate species, C11H11N3 in total.

```
! RIJCOSX wB97M-V def2-TZVPD def2/J DEFGRID3
* xyz 0 1
C 1.02004 1.99676 2.49757
C 0.97562 1.01358 1.53505
C -2.30050 3.54777 3.50920
C -3.10185 2.77704 2.64010
C -0.92448 3.38449 3.55613
C -2.54136 1.82581 1.79907
C -0.32424 2.42846 2.71636
C -1.15313 1.66323 1.84848
N -0.33024 0.81484 1.14666
H 1.92176 2.36297 2.98839
H 1.78090 0.43037 1.08840
H -2.78123 4.29052 4.15948
H -4.18870 2.93274 2.62904
H -0.31248 3.99070 4.23698
H -3.16613 1.22688 1.12338
H -0.63878 0.13897 0.44343
N -2.80788 -1.81777 -0.32995
C -3.20639 -2.16316 0.88406
C -3.96266 -1.54595 -1.02391
C -5.06855 -1.72871 -0.22216
N -4.56487 -2.12281 0.99242
H -2.56078 -2.44884 1.71452
H -3.93989 -1.23187 -2.06743
H -6.13795 -1.61710 -0.40111
H -5.11040 -2.34610 1.82851
*
```

Calculated values
HOMO energy = -7.770 eV
LUMO level = 0.72 eV
SMILES = c1ccc2[nH]ccc2c1.c1c[nH]cn1



(2)
Density functional theory data (ωB97M-V with the def2-TZVPD basis set) for an isolated molecule of C11H11N3.

```
! RIJCOSX wB97M-V def2-TZVPD def2/J DEFGRID3
* xyz 0 1
C -2.69755 -1.28256 -0.97076
C -2.39915 -0.01102 -0.78792
C -2.38729 0.68104 0.54645
N -1.29091 1.61728 0.68278
C 0.01346 1.45153 0.34113
N 0.62029 2.60173 0.07182
C 1.89636 2.57306 -0.30315
N 2.63969 1.52100 -0.47904
C 2.08049 0.32882 -0.16737
C 2.87322 -0.82799 -0.29205
C 2.37672 -2.04926 0.07005
C 1.07848 -2.15568 0.58228
C 0.27756 -1.04964 0.69722
C 0.74066 0.21692 0.30272
H -0.70669 -1.16083 1.11627
H 0.70663 -3.12117 0.89273
H 2.98696 -2.93592 -0.02234
H 3.87812 -0.70664 -0.66428
H 2.34509 3.53775 -0.50790
H -1.53873 2.59514 0.60460
H -2.37771 -0.04906 1.36273
H -3.30994 1.26195 0.64961
H -2.14246 0.62332 -1.62609
H -2.70846 -1.72818 -1.94989
H -2.95485 -1.93159 -0.14960
*
```

Calculated values
HOMO energy = -8.260 eV
LUMO level = 0.47 eV
SMILES = C=CCNc1ncnc2ccccc12



Tell me which of them is the least stable. Sure, it is (2).